# C36H92N2O20

11 unconnected molecules or ions with the total composition C36H92N2O20 in a non-equilibrium geometry (ωB97M-V with the def2-TZVPD basis set, OMol25).

Relative energy (zero: lowest compared OMol25 entry of this formula, charge and spin), kJ/mol: 58.18
Frontier orbital gap, eV: 8.8

Each atom is followed by the atoms it is bonded to, with distances in Å.
Element x y z (Å)
1 C 1.4138 -5.7316 0.4536  C2 1.521, H12 1.074, H13 1.085, H14 1.083
2 C 2.5968 -5.0687 -0.2358  C1 1.521, C3 1.574, C4 1.566, N10 1.511
3 C 3.5979 -4.4730 0.8233  C2 1.574, H15 1.116, H16 1.114, H17 1.096
4 C 3.4552 -5.9781 -1.1785  C2 1.566, C5 1.479, H18 1.099, H19 1.154
5 C 2.6787 -6.2471 -2.4082  C4 1.479, C6 1.492, H20 1.072, H21 1.072
6 C 2.2533 -4.9926 -3.0942  C5 1.492, C7 1.520, H22 1.085, H23 1.121
7 C 1.4216 -4.0336 -2.2588  C6 1.520, C8 1.604, C9 1.513, N10 1.434
8 C 1.5008 -2.6082 -2.9901  C7 1.604, H24 1.044, H25 1.079, H26 1.060
9 C -0.0168 -4.4630 -2.0678  C7 1.513, H27 1.030, H28 1.111, H29 1.143
10 N 2.2040 -3.8705 -1.0688  C2 1.511, C7 1.434, O11 1.424
11 O 1.4860 -3.0484 -0.1535  N10 1.424, H30 0.965
12 H 1.8569 -6.3840 1.1822  C1 1.074
13 H 0.7354 -5.0457 0.9503  C1 1.085
14 H 0.9281 -6.3748 -0.2703  C1 1.083
15 H 3.1797 -3.7191 1.5327  C3 1.116
16 H 4.0092 -5.2521 1.5058  C3 1.114
17 H 4.3130 -3.9128 0.2095  C3 1.096
18 H 4.3952 -5.4337 -1.3427  C4 1.099
19 H 3.7332 -6.9633 -0.6448  C4 1.154
20 H 3.3026 -6.8066 -3.0769  C5 1.072
21 H 1.8880 -6.9572 -2.2696  C5 1.072
22 H 1.8616 -5.1887 -4.0872  C6 1.085
23 H 3.2169 -4.4440 -3.2566  C6 1.121
24 H 2.4606 -2.3843 -3.3341  C8 1.044
25 H 1.2447 -1.7933 -2.3308  C8 1.079
26 H 0.8729 -2.5822 -3.8435  C8 1.060
27 H -0.1151 -5.2984 -1.4731  C9 1.030
28 H -0.5227 -4.6234 -3.0443  C9 1.111
29 H -0.5292 -3.5806 -1.5526  C9 1.143
30 H 1.6736 -2.1093 -0.2723  O11 0.965
31 C 3.0443 2.9536 0.6247  C32 1.540, H42 1.099, H43 1.099, H44 1.085
32 C 3.7377 2.5013 -0.6744  C31 1.540, C33 1.509, C34 1.534, N40 1.463
33 C 4.5982 3.6444 -1.1533  C32 1.509, H45 1.100, H46 1.091, H47 1.098
34 C 4.6084 1.2594 -0.4427  C32 1.534, C35 1.566, H48 1.157, H49 1.107
35 C 4.9988 0.5183 -1.7663  C34 1.566, C36 1.540, H50 1.119, H51 1.158
36 C 3.7483 0.2567 -2.6271  C35 1.540, C37 1.526, H52 1.080, H53 1.047
37 C 2.9271 1.5228 -2.8538  C36 1.526, C38 1.553, C39 1.501, N40 1.461
38 C 3.6956 2.3697 -3.9042  C37 1.553, H54 1.113, H55 1.055, H56 1.097
39 C 1.6257 1.0829 -3.4595  C37 1.501, H57 1.122, H58 1.090, H59 1.104
40 N 2.6325 2.1444 -1.5644  C32 1.463, C37 1.461, O41 1.406
41 O 1.9233 3.3419 -1.7622  N40 1.406, H60 0.985
42 H 2.4673 3.8636 0.4074  C31 1.099
43 H 2.2611 2.2561 0.9519  C31 1.099
44 H 3.7904 3.1409 1.3895  C31 1.085
45 H 5.3550 3.3601 -1.8989  C33 1.100
46 H 4.0487 4.5024 -1.5433  C33 1.091
47 H 5.1217 3.9345 -0.2330  C33 1.098
48 H 5.6054 1.6088 0.0295  C34 1.157
49 H 4.1332 0.5532 0.2655  C34 1.107
50 H 5.7028 1.1621 -2.3510  C35 1.119
51 H 5.5722 -0.4789 -1.6322  C35 1.158
52 H 3.1235 -0.4845 -2.1506  C36 1.080
53 H 4.0437 -0.1401 -3.5500  C36 1.047
54 H 3.5230 1.8454 -4.8703  C38 1.113
55 H 4.7252 2.4959 -3.7092  C38 1.055
56 H 3.3417 3.3835 -4.1276  C38 1.097
57 H 1.1309 1.8845 -4.0687  C39 1.122
58 H 0.9115 0.6836 -2.7401  C39 1.090
59 H 1.7378 0.2070 -4.1222  C39 1.104
60 H 0.9704 3.0929 -1.7674  O41 0.985
61 O -4.4857 3.8094 4.3539  C62 1.371, H65 0.972
62 C -3.6407 4.4899 3.5161  O61 1.371, C63 1.523, H66 1.124, H67 1.100
63 C -4.4698 5.1360 2.4137  C62 1.523, O64 1.451, H68 1.143, H69 1.121
64 O -3.5204 5.6740 1.4573  C63 1.451, H70 0.954
65 H -5.2128 3.4058 3.8498  O61 0.972
66 H -3.2429 5.3742 4.0851  C62 1.124
67 H -2.7359 4.0294 3.0916  C62 1.100
68 H -5.1389 5.9604 2.8365  C63 1.143
69 H -5.1216 4.4108 1.8610  C63 1.121
70 H -3.2430 6.5568 1.6882  O64 0.954
71 O -4.0187 -2.8778 -0.9481  C72 1.383, H75 0.946
72 C -5.0335 -2.7851 -0.0130  O71 1.383, C73 1.462, H76 1.089, H77 1.066
73 C -5.4661 -4.0844 0.5002  C72 1.462, O74 1.494, H78 1.128, H79 1.133
74 O -4.3541 -4.9079 1.0633  C73 1.494, H80 0.974
75 H -3.1812 -2.7513 -0.5276  O71 0.946
76 H -4.7384 -2.2360 0.8799  C72 1.089
77 H -5.8504 -2.2137 -0.3893  C72 1.066
78 H -5.9864 -4.7876 -0.2121  C73 1.128
79 H -6.1361 -3.8740 1.3898  C73 1.133
80 H -3.5963 -4.8642 0.4523  O74 0.974
81 O -2.4463 0.9614 -3.8404  C82 1.447, H85 0.949
82 C -2.1595 -0.0964 -4.7852  O81 1.447, C83 1.531, H86 1.086, H87 1.008
83 C -2.5421 -1.3594 -4.0097  C82 1.531, O84 1.407, H88 1.094, H89 1.132
84 O -3.9083 -1.2262 -3.7014  C83 1.407, H90 0.942
85 H -3.3907 1.0042 -3.7575  O81 0.949
86 H -2.6678 0.1580 -5.7106  C82 1.086
87 H -1.1728 -0.0612 -4.9887  C82 1.008
88 H -1.9276 -1.5289 -3.1200  C83 1.094
89 H -2.3775 -2.2784 -4.6491  C83 1.132
90 H -4.0850 -1.6726 -2.8912  O84 0.942
91 O 0.9492 3.3039 3.6585  C92 1.463, H95 1.013
92 C 0.5206 4.6520 4.0309  O91 1.463, C93 1.550, H96 1.123, H97 1.088
93 C 0.8046 5.5572 2.8048  C92 1.550, O94 1.422, H98 1.125, H99 1.134
94 O 2.1536 5.9395 2.5705  C93 1.422, H100 0.979
95 H 1.5982 2.8726 4.3062  O91 1.013
96 H -0.5749 4.5726 4.2642  C92 1.123
97 H 1.0799 4.9985 4.8975  C92 1.088
98 H 0.2598 6.5138 3.0349  C93 1.125
99 H 0.3852 5.2432 1.7991  C93 1.134
100 H 2.5245 5.2800 1.9485  O94 0.979
101 O 2.2679 1.2151 5.1238  C102 1.453, H105 0.956
102 C 2.8806 0.2939 4.1826  O101 1.453, C103 1.489, H106 1.045, H107 1.088
103 C 2.1351 -0.2188 2.9998  C102 1.489, O104 1.476, H108 1.147, H109 1.099
104 O 0.7839 -0.7415 3.2800  C103 1.476, H110 1.020
105 H 1.3307 1.0365 5.0647  O101 0.956
106 H 3.7904 0.6343 3.7964  C102 1.045
107 H 3.2710 -0.5536 4.7423  C102 1.088
108 H 2.7288 -1.1155 2.6010  C103 1.147
109 H 1.9734 0.4786 2.1665  C103 1.099
110 H 0.0620 -0.1144 2.9250  O104 1.020
111 O 0.1959 -3.4211 2.6085  C112 1.386, H115 0.987
112 C -1.1742 -3.6173 2.6904  O111 1.386, C113 1.499, H116 1.084, H117 1.078
113 C -1.9332 -2.7030 1.7768  C112 1.499, O114 1.405, H118 1.113, H119 1.124
114 O -1.5448 -2.8353 0.4326  C113 1.405, H120 0.985
115 H 0.5051 -2.4872 2.6874  O111 0.987
116 H -1.3077 -4.6477 2.3815  C112 1.084
117 H -1.6118 -3.4994 3.6686  C112 1.078
118 H -1.8267 -1.6513 2.1254  C113 1.113
119 H -3.0274 -2.9407 1.8701  C113 1.124
120 H -0.6666 -3.2819 0.4185  O114 0.985
121 O -4.5866 -0.4885 3.5812  C122 1.390, H125 0.959
122 C -3.7801 0.6438 3.5529  O121 1.390, C123 1.494, H126 1.073, H127 1.122
123 C -3.9693 1.2756 2.2127  C122 1.494, O124 1.457, H128 1.080, H129 1.084
124 O -5.2778 1.8869 2.0239  C123 1.457, H130 0.946
125 H -4.5561 -0.9595 4.4155  O121 0.959
126 H -4.0464 1.3326 4.3315  C122 1.073
127 H -2.7152 0.4176 3.8229  C122 1.122
128 H -3.8157 0.5695 1.4103  C123 1.080
129 H -3.2883 2.1172 2.2749  C123 1.084
130 H -5.8833 1.2211 2.3137  O124 0.946
131 O -4.1140 4.3399 -1.3077  C132 1.375, H135 0.937
132 C -2.9551 3.6146 -1.4566  O131 1.375, C133 1.517, H136 1.054, H137 1.107
133 C -1.8652 4.2589 -2.2928  C132 1.517, O134 1.472, H138 1.059, H139 1.079
134 O -0.9409 3.1567 -2.6053  C133 1.472, H140 1.040
135 H -4.1511 4.8743 -0.5390  O131 0.937
136 H -2.5674 3.3436 -0.5143  C132 1.054
137 H -3.2282 2.6080 -1.8266  C132 1.107
138 H -1.3060 4.9446 -1.7109  C133 1.059
139 H -2.3002 4.7217 -3.1655  C133 1.079
140 H -1.4072 2.4270 -3.1812  O134 1.040
141 O -0.4118 1.2375 1.9630  C142 1.470, H145 0.982
142 C -0.7859 1.3130 0.5432  O141 1.470, C143 1.534, H146 1.088, H147 1.090
143 C -0.1404 0.1832 -0.2686  C142 1.534, O144 1.384, H148 1.095, H149 1.160
144 O 1.2339 0.0296 -0.2152  C143 1.384, H150 0.973
145 H -0.0607 2.0979 2.2794  O141 0.982
146 H -1.8384 1.0521 0.4549  C142 1.088
147 H -0.5290 2.3001 0.1588  C142 1.090
148 H -0.5685 0.4207 -1.2486  C143 1.095
149 H -0.5924 -0.8516 -0.0034  C143 1.160
150 H 1.5634 0.6854 -0.8537  O144 0.973